{"formula": "C3H6O2", "method": "ωB97M-V/def2-TZVPD", "gap_ev": 10.44, "total_charge": 0, "smiles": "COCC=O", "elements": ["C", "O", "C", "C", "O", "H", "H", "H", "H", "H", "H"], "xyz": [[-1.37307, 0.73157, 0.57367], [-0.74034, -0.26899, -0.20572], [0.52261, -0.84872, 0.05015], [1.46037, -0.17334, -0.94367], [1.99502, 0.88358, -0.71466], [-2.26242, 0.28330, 1.03710], [-0.76875, 1.20567, 1.35817], [-1.71281, 1.52345, -0.10661], [0.42782, -1.91963, -0.18344], [0.91026, -0.75548, 1.07561], [1.54130, -0.66141, -1.94059]], "atomic_forces_ev_per_a": [[-0.14, 0.15, 0.15], [-0.25, -0.32, -0.21], [0.03, -0.01, 0.06], [0.13, 0.39, 0.11], [-0.09, -0.49, -0.10], [0.19, 0.12, 0.02], [0.22, -0.34, -0.24], [0.14, -0.17, 0.14], [0.03, 0.24, 0.07], [-0.29, 0.29, -0.15], [0.05, 0.14, 0.15]]}



{"formula": "C24H63ClNO13PS8", "method": "ωB97M-V/def2-TZVPD", "gap_ev": 7.67, "total_charge": 0, "elements": ["C", "C", "P", "C", "C", "O", "O", "C", "N", "C", "O", "O", "C", "C", "O", "Cl", "H", "H", "H", "H", "H", "H", "H", "H", "H", "H", "H", "H", "H", "H", "H", "C", "S", "O", "C", "H", "H", "H", "H", "H", "H", "C", "S", "O", "C", "H", "H", "H", "H", "H", "H", "C", "S", "O", "C", "H", "H", "H", "H", "H", "H", "C", "S", "O", "C", "H", "H", "H", "H", "H", "H", "C", "S", "O", "C", "H", "H", "H", "H", "H", "H", "C", "S", "O", "C", "H", "H", "H", "H", "H", "H", "C", "S", "O", "C", "H", "H", "H", "H", "H", "H", "C", "S", "O", "C", "H", "H", "H", "H", "H", "H"], "xyz": [[6.32377, -1.20768, 2.64312], [5.77096, 0.23570, 3.17521], [4.26515, 0.82457, 2.17795], [4.82636, 0.74107, 0.38541], [2.87335, -0.50271, 2.35738], [3.12076, -1.56081, 1.69153], [1.74054, -0.35092, 3.19233], [0.49659, -0.17853, 2.48921], [-0.53989, 0.04833, 3.56743], [-0.06945, -1.54325, 1.77807], [-0.66313, -2.44488, 2.77594], [0.37889, -3.04204, 3.43060], [0.49300, 1.03923, 1.45234], [1.06781, 2.41337, 1.98688], [1.03128, 2.83374, 3.16497], [1.84444, 3.58498, 0.77145], [6.74952, -1.09662, 1.57489], [5.51689, -2.01014, 2.61097], [7.13464, -1.60171, 3.36666], [6.68385, 0.93190, 3.08506], [5.52524, 0.11475, 4.29142], [5.76220, 1.36846, 0.14612], [3.98043, 1.11368, -0.30491], [5.09494, -0.35284, 0.11928], [-0.49359, 1.00957, 3.92846], [-1.47665, -0.02095, 3.11932], [0.72428, -2.13939, 1.22999], [-0.89383, -1.27219, 1.01194], [0.59176, -2.44578, 4.19623], [1.15188, 0.71774, 0.55829], [-0.58056, 1.15090, 1.04839], [1.75588, -0.55951, -3.73954], [2.75414, 0.93266, -3.55757], [3.67719, 0.71482, -2.40081], [1.40894, 1.98894, -2.98322], [2.40761, -1.37411, -4.05846], [1.29386, -0.81832, -2.78482], [0.98712, -0.39492, -4.49682], [0.96753, 1.57204, -2.07622], [0.65157, 2.07214, -3.76400], [1.81448, 2.97864, -2.76696], [-3.93915, 0.37695, -0.84902], [-3.05988, 1.83919, -0.26067], [-2.52935, 1.52581, 1.10457], [-4.52723, 2.86955, -0.04557], [-3.21156, -0.42049, -1.01413], [-4.66785, 0.05439, -0.10251], [-4.44124, 0.60773, -1.79030], [-5.21921, 2.39284, 0.65095], [-5.01171, 3.02011, -1.01080], [-4.21708, 3.83524, 0.35581], [-4.49015, -3.72543, -1.02857], [-2.71123, -3.63517, -0.73080], [-2.13296, -2.70709, -1.75100], [-2.34541, -5.32054, -1.26345], [-4.92835, -2.75396, -0.79559], [-4.68196, -3.96757, -2.07556], [-4.93057, -4.48486, -0.38005], [-2.66983, -5.46464, -2.29567], [-2.85488, -6.02855, -0.60748], [-1.26830, -5.47821, -1.19659], [-3.31687, 7.27875, 1.19548], [-3.95671, 7.96352, -0.34784], [-4.87056, 6.94268, -0.94634], [-2.39603, 7.88375, -1.25031], [-4.14138, 7.19984, 1.90528], [-2.89528, 6.28752, 1.01811], [-2.55352, 7.94481, 1.60155], [-2.03323, 6.85410, -1.27558], [-1.66038, 8.52912, -0.76711], [-2.56640, 8.23318, -2.26959], [6.66644, -4.80564, 2.32041], [8.26230, -5.07571, 3.12267], [8.90202, -3.73914, 3.30992], [9.05512, -5.86113, 1.70321], [6.01167, -4.28453, 3.01969], [6.79641, -4.19604, 1.42437], [6.22202, -5.76787, 2.05914], [9.03828, -5.18637, 0.84553], [8.53312, -6.78879, 1.46142], [10.08917, -6.08749, 1.96593], [-1.35503, 4.99040, -4.68041], [-1.87281, 3.98807, -3.27062], [-1.52689, 2.56767, -3.57998], [-3.64649, 4.18488, -3.54178], [-0.26532, 4.97780, -4.73057], [-1.76488, 4.57660, -5.60346], [-1.69833, 6.01755, -4.54354], [-3.91457, 3.82117, -4.53539], [-3.91629, 5.23803, -3.44180], [-4.17787, 3.60475, -2.78845], [-2.27809, -2.74348, -6.02021], [-0.49425, -2.66201, -5.75411], [0.07117, -1.74136, -6.78585], [-0.14680, -4.35155, -6.28797], [-2.70650, -1.76890, -5.78267], [-2.48933, -2.98786, -7.06290], [-2.71103, -3.49843, -5.36141], [-0.48966, -4.49704, -7.31389], [-0.64881, -5.05488, -5.62102], [0.93042, -4.51510, -6.23933], [-3.23729, -2.14431, 5.85612], [-3.75264, -1.26821, 7.34765], [-5.18485, -1.61226, 7.59714], [-3.71162, 0.38279, 6.61792], [-3.22894, -3.21388, 6.07009], [-3.93725, -1.94361, 5.04299], [-2.23217, -1.82619, 5.57124], [-4.38244, 0.42771, 5.75807], [-2.69120, 0.62018, 6.31095], [-4.03819, 1.10177, 7.37025]], "atomic_forces_ev_per_a": [[0.28, 0.11, 0.34], [0.92, -2.38, 0.04], [0.24, 2.30, 0.57], [0.05, -1.35, -0.89], [2.18, -4.34, -2.18], [-2.11, 3.74, 2.59], [1.17, 0.27, -1.81], [-2.77, 0.09, 0.40], [0.33, 0.37, -0.86], [0.17, 0.07, -0.50], [-0.79, 1.95, -2.20], [1.66, -0.57, 1.80], [1.24, -0.59, -1.26], [-0.39, 1.26, 4.23], [-0.11, -2.16, -4.97], [-0.77, -1.28, 0.51], [-0.56, -0.22, 1.82], [0.83, 1.23, 0.01], [-1.08, 0.69, -1.35], [-1.85, -0.56, 0.01], [0.16, 0.42, -1.69], [-1.48, -0.74, 0.87], [1.39, -0.74, 1.16], [-0.59, 1.78, 0.13], [0.37, -0.40, -0.31], [0.95, -0.05, 0.36], [-0.71, 0.98, 0.73], [1.10, -0.37, 1.48], [-0.38, -0.35, -0.90], [-0.90, 0.67, 1.18], [1.60, 0.20, 0.84], [-0.07, -0.05, 0.06], [-0.14, 0.01, 0.08], [-0.26, -0.01, -0.23], [0.12, -0.03, -0.09], [0.03, 0.15, 0.00], [0.06, 0.09, 0.01], [0.10, 0.05, -0.02], [0.03, -0.03, -0.05], [0.07, -0.10, 0.10], [0.11, -0.11, 0.00], [0.05, -0.13, 0.09], [-0.24, 0.02, -0.24], [-0.29, -0.09, -0.04], [-0.01, -0.01, 0.22], [0.06, 0.12, -0.06], [0.04, 0.13, 0.06], [0.10, 0.05, 0.02], [0.08, -0.05, -0.02], [0.04, -0.03, 0.09], [0.04, -0.08, -0.09], [-0.07, -0.01, -0.11], [0.06, 0.01, -0.01], [-0.24, -0.18, 0.10], [0.02, -0.06, -0.09], [0.13, -0.05, 0.02], [0.09, 0.02, 0.02], [0.07, 0.05, 0.01], [-0.02, 0.10, 0.03], [0.02, 0.09, 0.02], [-0.08, 0.13, 0.06], [0.01, -0.09, 0.03], [-0.09, -0.12, -0.02], [0.36, 0.06, 0.10], [0.10, -0.09, -0.06], [0.00, 0.07, -0.14], [-0.01, 0.05, -0.07], [-0.05, 0.00, -0.06], [-0.06, -0.01, 0.06], [-0.07, -0.01, 0.00], [-0.11, 0.02, 0.11], [-0.04, 0.02, -0.08], [0.05, 0.24, 0.00], [-0.19, -0.37, -0.15], [0.05, 0.01, -0.13], [0.14, -0.06, 0.01], [0.07, 0.00, 0.07], [0.06, 0.01, 0.06], [-0.03, 0.04, 0.09], [-0.01, 0.04, 0.07], [-0.11, 0.06, 0.08], [0.02, -0.01, -0.11], [-0.07, -0.12, -0.03], [-0.30, 0.37, -0.07], [-0.04, 0.04, -0.16], [-0.09, -0.06, 0.10], [-0.01, -0.05, 0.09], [0.00, -0.06, 0.06], [0.12, -0.03, 0.02], [0.02, -0.04, 0.11], [0.16, 0.07, -0.06], [-0.11, -0.02, -0.09], [0.05, 0.11, -0.10], [-0.20, -0.29, 0.21], [-0.01, -0.09, -0.11], [0.15, -0.05, 0.03], [0.11, 0.02, 0.02], [0.08, 0.06, 0.03], [0.00, 0.09, 0.03], [0.02, 0.08, 0.02], [-0.08, 0.12, 0.04], [0.04, -0.03, -0.09], [-0.22, -0.08, -0.05], [0.35, 0.14, -0.17], [-0.02, 0.10, -0.08], [-0.03, 0.12, 0.09], [-0.03, 0.04, 0.09], [-0.03, 0.03, 0.02], [0.00, -0.09, 0.05], [-0.01, -0.07, 0.04], [0.01, -0.15, 0.01]]}



{"formula": "C34H35EuN2O", "method": "ωB97M-V/def2-TZVPD", "multiplicity": 7, "gap_ev": [6.96, 2.77], "total_charge": 0, "elements": ["C", "C", "C", "H", "C", "C", "H", "C", "C", "C", "H", "C", "C", "H", "H", "H", "H", "H", "H", "Eu", "C", "C", "C", "H", "H", "H", "H", "H", "H", "C", "C", "H", "H", "O", "N", "C", "H", "C", "C", "H", "C", "H", "C", "H", "C", "H", "C", "H", "H", "H", "C", "C", "C", "C", "C", "C", "N", "C", "C", "C", "C", "C", "C", "H", "H", "H", "H", "H", "H", "H", "H", "H", "H"], "xyz": [[2.41680, 0.13099, 1.16162], [2.35465, -0.72275, 0.02265], [1.97912, 0.07309, -1.09558], [2.57953, -1.78919, -0.00386], [1.79069, 1.41263, -0.63755], [2.05919, 1.44551, 0.75757], [1.57424, 2.27584, -1.26414], [-1.54500, -2.57793, 1.58847], [-0.30742, -3.03823, 1.06420], [-0.30496, -2.81564, -0.33928], [0.48870, -3.52373, 1.62625], [-1.57503, -2.26762, -0.69369], [-2.32782, -2.08875, 0.51174], [1.93982, -0.26136, -2.13274], [2.03045, 2.33153, 1.39235], [2.73166, -0.15830, 2.16349], [-3.33598, -1.67425, 0.56327], [0.49943, -3.05114, -1.03911], [-1.85424, -2.61196, 2.63228], [-0.33347, -0.09751, 0.47809], [-1.97360, -1.69423, -2.03233], [-3.49615, -1.82420, -2.21823], [-1.25450, -2.40485, -3.18165], [-3.79887, -2.85343, -1.97254], [-3.77151, -1.63365, -3.26395], [-4.05300, -1.12623, -1.58075], [-1.44287, -3.48622, -3.10842], [-0.16769, -2.23755, -3.17704], [-1.65293, -2.05377, -4.14365], [-1.49861, -0.20503, -1.95297], [-2.14827, 0.83070, -2.85370], [-0.39570, -0.15230, -2.07729], [-1.85469, 0.21714, -0.96652], [-3.24581, 1.23217, -2.49070], [-1.38085, 1.31436, -3.90992], [-0.20358, 2.13290, -3.54974], [-1.96845, 1.78332, -4.59432], [1.07913, 1.60375, -4.13340], [2.25381, 2.32804, -3.90261], [2.18854, 3.27974, -3.36708], [3.48294, 1.82953, -4.33011], [4.39489, 2.38820, -4.11198], [3.53539, 0.62070, -5.03706], [4.49758, 0.23343, -5.38106], [2.35637, -0.08640, -5.30483], [2.38531, -1.02354, -5.86374], [1.11991, 0.40936, -4.85941], [0.18235, -0.11326, -5.07396], [-0.11071, 2.19477, -2.44860], [-0.36697, 3.16743, -3.89621], [-0.78128, 4.29159, 3.74083], [-1.38052, 3.70063, 2.62021], [-1.24419, 2.33317, 2.38154], [-0.43441, 1.54129, 3.25317], [0.19207, 2.16409, 4.36161], [0.00465, 3.51964, 4.60869], [-0.21029, 0.20386, 2.95451], [0.05656, -0.72929, 3.95219], [1.04504, -1.73123, 3.76721], [1.27656, -2.68586, 4.75088], [0.53416, -2.66951, 5.93922], [-0.44933, -1.69125, 6.13580], [-0.68576, -0.72938, 5.15906], [-0.92491, 5.35515, 3.94041], [-1.97004, 4.30836, 1.92843], [-1.78943, 1.84804, 1.55141], [0.82257, 1.55724, 5.01395], [0.47529, 3.97044, 5.48319], [1.62827, -1.72969, 2.84228], [2.04154, -3.44688, 4.58358], [0.72157, -3.41947, 6.70939], [-1.03656, -1.66828, 7.05409], [-1.44338, 0.04528, 5.29612]], "atomic_forces_ev_per_a": [[-0.12, 0.01, -0.30], [0.00, 0.52, -0.02], [0.11, 0.12, 0.39], [-0.04, 0.38, 0.04], [0.12, -0.28, 0.21], [-0.03, -0.23, -0.31], [0.09, -0.23, 0.25], [0.25, 0.07, -0.27], [-0.18, 0.43, -0.05], [-0.73, 0.08, -0.07], [-0.23, 0.18, -0.14], [0.46, -0.01, 0.83], [0.41, -0.09, -0.35], [-0.04, 0.09, 0.29], [0.02, -0.27, -0.17], [-0.10, 0.15, -0.34], [0.28, -0.21, 0.09], [-0.28, 0.02, 0.31], [0.10, -0.05, -0.27], [1.62, -1.40, 0.86], [0.04, 0.17, -0.01], [0.03, -0.03, -0.12], [-0.09, -0.11, -0.18], [0.11, 0.32, -0.05], [-0.02, 0.10, 0.22], [0.13, -0.20, -0.17], [0.09, 0.29, -0.06], [-0.27, -0.04, 0.08], [0.16, -0.05, 0.12], [-0.41, 0.81, -0.26], [-0.37, 0.01, 1.40], [-0.45, -0.15, 0.23], [-0.10, -0.47, -1.26], [0.42, -0.03, -1.45], [-0.79, 0.41, -0.38], [-0.18, -0.11, -0.01], [0.05, 0.07, 0.28], [0.34, -0.15, -0.19], [0.07, -0.30, -0.10], [0.14, -0.30, -0.12], [-0.22, -0.03, -0.13], [-0.24, -0.21, -0.12], [-0.21, -0.05, 0.08], [-0.33, 0.11, 0.13], [-0.09, 0.36, 0.13], [0.05, 0.28, 0.15], [0.38, 0.10, 0.06], [0.45, 0.12, 0.15], [-0.08, -0.10, -0.46], [-0.03, -0.33, 0.14], [0.14, -0.16, 0.04], [-0.09, -0.31, -0.07], [0.47, -0.11, 0.29], [-0.14, -0.30, 0.23], [-0.24, 0.09, -0.01], [-0.15, -0.13, -0.24], [-0.15, 0.38, 0.56], [0.17, 0.07, 0.52], [-0.26, 0.14, -0.23], [-0.18, 0.24, 0.03], [-0.09, 0.12, -0.10], [0.11, -0.03, -0.18], [0.29, 0.16, -0.12], [0.06, -0.33, -0.12], [0.14, -0.22, 0.32], [0.23, 0.41, 0.45], [-0.16, 0.22, -0.23], [-0.12, -0.06, -0.29], [-0.34, -0.04, 0.40], [-0.24, 0.25, 0.10], [-0.08, 0.22, -0.23], [0.17, -0.08, -0.23], [0.16, -0.32, 0.01]]}



{"formula": "C3H10NO", "method": "ωB97M-V/def2-TZVPD", "gap_ev": 8.88, "total_charge": 1, "elements": ["C", "O", "H", "H", "H", "H", "C", "C", "N", "H", "H", "H", "H", "H", "H"], "xyz": [[-1.85366, 1.28464, 1.11956], [-1.49593, 1.26589, -0.26418], [-1.96758, 2.22053, 1.66554], [-2.78563, 0.72861, 1.24176], [-1.08164, 0.68461, 1.60142], [-2.07135, 1.86491, -0.75334], [1.11039, -1.66417, 0.27530], [1.54120, -0.15853, -1.58997], [1.13605, -0.36592, -0.40346], [0.81443, -2.39582, -0.47803], [0.39957, -1.73888, 1.08342], [2.10995, -2.04133, 0.50146], [2.28140, -0.81185, -2.03154], [1.08999, 0.69111, -2.08315], [0.77281, 0.43621, 0.11520]], "atomic_forces_ev_per_a": [[-0.39, -1.34, 0.16], [0.28, 0.76, 0.08], [0.33, 0.39, -0.62], [-0.06, 0.05, 0.11], [0.02, 0.13, 0.30], [0.02, -0.07, 0.03], [1.06, -1.39, -1.09], [-0.21, 0.33, 0.39], [-0.07, 0.05, 0.75], [-0.43, 0.16, 0.00], [0.10, 0.54, 0.28], [0.03, 0.56, 0.67], [-0.55, -0.48, -0.46], [0.80, 0.52, -0.12], [-0.95, -0.22, -0.48]]}